No. 1
Below is a molecular structure, C25H48BN2NiO5P2S, with properties calculated with ωB97M-V/def2-TZVPD.

XYZ file:
```
85
Properties=species:S:1:pos:R:3:forces:R:3:lowdin_charge:R:1
Ni 0.70933 -0.13208 -1.29262 0.376 0.122 -0.167 0.29
C 1.60060 1.02682 2.21325 0.109 -0.022 0.015 -0.09
C 2.53253 1.51799 1.09721 0.092 -0.005 0.130 -0.65
C 3.86465 1.90336 1.74470 -0.003 0.003 -0.054 -0.09
C 1.88019 2.75060 0.46323 -0.064 0.029 0.083 -0.09
P 2.63103 0.18962 -0.21986 -0.497 -0.030 -0.200 1.14
C 2.80009 -1.41138 0.68656 0.288 0.042 -0.045 -0.25
N 1.44545 -1.76675 0.99011 -0.108 -0.011 -0.185 -0.03
B 0.30607 -1.19869 0.28301 0.008 0.295 0.171 -0.43
N -0.82742 -1.64187 1.07469 -0.132 0.002 -0.145 0.01
C -2.24624 -1.34518 0.99797 -0.127 -0.061 -0.063 -0.29
P -2.62929 -0.01178 -0.25167 -0.014 -0.111 0.037 1.18
C -3.98983 -0.83331 -1.26448 -0.056 -0.097 0.034 -0.70
C -3.34916 -2.07703 -1.90047 0.026 -0.029 0.052 -0.10
C -5.26882 -1.24948 -0.53687 0.061 0.009 0.012 -0.10
C -4.33580 0.11271 -2.41669 -0.042 0.119 0.009 -0.10
C -3.35519 1.30088 0.89960 -0.020 0.012 0.032 -0.70
C -3.82730 2.48872 0.05942 -0.060 0.006 -0.042 -0.11
C -4.46464 0.91613 1.88024 -0.009 -0.072 -0.035 -0.10
C -2.13430 1.77459 1.69981 0.042 -0.031 0.018 -0.11
C -0.37705 -2.46007 2.09762 0.057 0.025 0.186 -0.17
C -1.07835 -3.12843 3.08299 -0.022 0.006 -0.001 -0.03
C -0.35897 -3.85801 4.03182 -0.050 -0.019 0.048 -0.12
C 1.02416 -3.91238 3.99175 0.046 -0.030 0.055 -0.13
C 1.74074 -3.24380 2.99849 0.032 -0.006 -0.017 -0.03
C 1.03414 -2.52269 2.05569 -0.104 -0.122 0.124 -0.18
C 4.18799 0.33746 -1.23321 0.105 -0.110 -0.035 -0.66
C 4.18649 1.67493 -1.97446 -0.037 0.060 0.054 -0.08
C 4.13478 -0.77982 -2.29043 0.090 0.033 0.093 -0.09
C 5.48905 0.17014 -0.44269 0.038 -0.012 0.041 -0.09
H 1.43781 1.85723 2.90533 -0.001 0.013 0.045 0.09
H 0.63647 0.70915 1.82958 -0.128 0.004 -0.039 0.05
H 2.03466 0.19713 2.77328 -0.011 -0.020 0.031 0.09
H 3.66852 2.50857 2.63380 -0.023 0.042 0.006 0.08
H 4.43969 1.03185 2.06084 -0.019 -0.023 0.037 0.07
H 4.48241 2.49930 1.07409 0.045 -0.008 -0.040 0.07
H 1.68249 3.48749 1.24770 0.023 0.040 0.011 0.09
H 2.51465 3.22276 -0.28490 0.040 -0.012 -0.071 0.06
H 0.93098 2.48864 -0.00623 -0.025 -0.020 -0.049 0.05
H 3.26628 -2.13177 0.00822 0.075 -0.003 0.031 0.10
H 3.41535 -1.33645 1.59220 -0.049 0.034 -0.032 0.10
H -2.80010 -2.25842 0.75683 -0.016 0.042 -0.051 0.08
H -2.60068 -1.04150 1.99192 0.118 0.005 -0.106 0.07
H -3.20654 -2.88600 -1.18424 0.019 -0.035 0.078 0.07
H -4.02157 -2.45048 -2.67793 -0.030 -0.020 -0.022 0.08
H -2.38887 -1.84238 -2.35970 0.027 0.002 -0.012 0.06
H -5.06065 -1.84594 0.35379 0.022 -0.001 0.035 0.07
H -5.86872 -0.39139 -0.23989 -0.033 0.061 0.014 0.06
H -5.88372 -1.86415 -1.20229 0.003 -0.002 -0.035 0.08
H -3.43540 0.40142 -2.95989 0.028 -0.012 -0.030 0.08
H -5.00607 -0.39591 -3.11596 -0.006 -0.013 -0.011 0.08
H -4.84037 1.01591 -2.07256 0.002 0.006 -0.026 0.05
H -4.76275 2.27411 -0.45833 0.003 0.003 0.004 0.06
H -4.00424 3.34897 0.71219 -0.014 0.031 0.029 0.08
H -3.07693 2.77263 -0.67909 0.052 -0.010 -0.062 0.08
H -5.42250 0.79751 1.37889 -0.036 -0.022 -0.018 0.06
H -4.25320 -0.00758 2.42070 0.007 0.002 0.014 0.07
H -4.58470 1.70670 2.62743 0.007 0.049 0.013 0.08
H -1.32784 2.08189 1.03183 0.033 -0.001 -0.019 0.07
H -2.41870 2.63133 2.31834 0.005 0.020 0.026 0.08
H -1.74979 0.99834 2.36464 0.026 -0.034 0.008 0.07
H -2.15908 -3.08794 3.12103 -0.012 -0.012 0.005 0.10
H -0.89414 -4.38757 4.80922 -0.008 -0.020 0.019 0.09
H 1.56118 -4.48482 4.73690 0.002 -0.022 0.022 0.09
H 2.82110 -3.30194 2.96051 0.025 0.008 -0.005 0.10
H 3.26121 1.80614 -2.53623 -0.054 -0.006 -0.031 0.07
H 4.32877 2.52317 -1.30234 -0.027 0.014 0.030 0.06
H 5.01325 1.67831 -2.68786 0.041 0.011 -0.038 0.09
H 3.19466 -0.78332 -2.83211 0.032 -0.010 -0.022 0.04
H 4.94942 -0.59765 -2.99618 0.048 -0.002 -0.044 0.09
H 4.29854 -1.76505 -1.85527 -0.049 -0.054 0.054 0.08
H 5.73366 1.03046 0.17466 -0.004 0.030 0.011 0.05
H 5.47024 -0.71528 0.19599 -0.022 -0.035 0.009 0.08
H 6.30729 0.03243 -1.15493 0.012 0.010 -0.022 0.08
O 1.44011 0.11076 -3.55349 -0.157 -0.062 0.040 -0.40
S 0.59901 -1.13834 -3.52263 0.151 0.219 0.543 0.30
O -0.68553 -0.65760 -2.83887 -0.063 0.045 0.113 -0.44
O 1.23142 -2.03796 -2.52148 0.016 -0.412 -0.531 -0.37
O 0.36179 -1.72814 -4.81520 -0.063 0.053 -0.062 -0.33
C 0.19498 2.85720 -2.89559 0.053 0.008 -0.066 -0.15
O -0.45624 1.97259 -1.99927 -0.251 -0.033 -0.146 -0.20
H 0.85719 2.30580 -3.56599 -0.027 0.045 -0.020 0.06
H 0.78813 3.55531 -2.29798 -0.044 -0.019 -0.018 0.07
H -0.52706 3.43967 -3.48403 0.042 -0.053 0.049 0.07
H -0.81080 1.20359 -2.50420 0.190 0.185 0.141 0.03
```
Positions in Å, forces in eV/Å.

Net charge: -1

No. 2
Below is a molecular structure, C25H48BN4OP2Pt at a distorted geometry, with properties calculated with ωB97M-V/def2-TZVPD.

XYZ file:
```
82
Properties=species:S:1:pos:R:3:forces:R:3:lowdin_charge:R:1
Pt -0.09537 -0.46979 -0.94401 -0.174 -0.251 0.641 0.71
C 1.86463 -0.19519 2.30639 -0.043 -0.045 -0.165 -0.10
C 3.14453 -0.34199 1.47909 -0.601 -0.484 -0.115 -0.66
C 3.66563 -1.76759 1.64949 -0.026 0.028 -0.146 -0.09
C 4.17253 0.66591 1.98999 -0.097 0.067 -0.361 -0.07
P 2.52873 -0.12909 -0.31561 -0.484 1.415 -0.682 1.16
C 2.40683 1.75521 -0.43601 0.151 -0.502 -0.131 -0.25
N 1.06253 2.14661 -0.12741 0.002 -0.404 -1.125 -0.04
B -0.09537 1.53141 -0.73181 0.024 -0.832 1.657 -0.59
N -1.22397 2.14611 -0.07141 -0.055 -0.435 -1.110 -0.04
C -2.58607 1.77661 -0.32451 -0.220 -0.453 -0.238 -0.25
P -2.70607 -0.10889 -0.35951 0.782 1.375 -0.069 1.15
C -2.95147 -0.50109 1.48789 0.391 -0.362 -0.255 -0.66
C -1.52187 -0.47939 2.03609 -0.006 -0.100 -0.124 -0.12
C -3.49687 -1.92119 1.62749 0.012 0.047 -0.163 -0.09
C -3.80727 0.47991 2.28759 0.037 0.042 -0.299 -0.06
C -4.27317 -0.36479 -1.41261 0.543 -0.418 -0.138 -0.69
C -5.56167 0.17181 -0.80041 0.293 0.008 0.212 -0.07
C -4.39357 -1.86659 -1.68091 0.063 -0.004 0.059 -0.10
C -4.00687 0.33441 -2.75301 0.129 0.030 0.155 -0.10
C -0.77017 2.94521 0.93429 0.975 0.868 0.859 -0.18
C -1.44687 3.64231 1.93079 0.049 -0.235 -0.441 -0.02
C -0.70217 4.29301 2.89269 0.433 0.151 0.259 -0.09
C 0.69473 4.28691 2.85979 -0.444 0.202 0.341 -0.09
C 1.38773 3.63291 1.86449 -0.061 -0.275 -0.508 -0.02
C 0.65913 2.94241 0.89989 -0.923 0.926 0.945 -0.19
C 3.88703 -0.49419 -1.60121 -0.432 -0.367 0.035 -0.68
C 3.41673 0.12521 -2.92601 -0.086 0.033 0.208 -0.10
C 5.26963 0.04421 -1.24991 -0.224 0.021 0.197 -0.08
C 3.95393 -2.01249 -1.78561 -0.062 0.009 0.117 -0.09
H 2.08033 -0.31509 3.36689 0.118 -0.001 0.104 0.10
H 1.14933 -0.96009 2.01409 -0.104 -0.030 0.079 0.06
H 1.41423 0.78501 2.16059 -0.121 0.057 0.062 0.07
H 3.69093 -2.02389 2.70699 0.013 0.014 0.129 0.09
H 4.67423 -1.87729 1.26069 0.109 -0.073 -0.103 0.07
H 3.00783 -2.47789 1.15099 -0.008 -0.185 -0.014 0.08
H 4.55063 0.31481 2.94929 -0.005 -0.096 0.070 0.10
H 3.71873 1.63731 2.16799 -0.004 0.112 -0.006 0.06
H 5.01953 0.78621 1.32319 0.140 0.035 -0.037 0.07
H 2.61933 2.03201 -1.47221 0.188 -0.003 0.255 0.09
H 3.12973 2.23731 0.21979 -0.024 0.002 -0.083 0.09
H -2.87537 2.14251 -1.31511 -0.146 -0.025 0.276 0.09
H -3.26237 2.19231 0.42209 0.020 -0.007 -0.091 0.09
H -0.89087 -1.13889 1.42999 0.014 0.061 0.238 0.04
H -1.49987 -0.83399 3.06589 -0.096 -0.025 0.135 0.10
H -1.11367 0.52981 2.01779 0.155 0.012 -0.024 0.07
H -2.96827 -2.60089 0.96159 0.000 -0.191 -0.048 0.08
H -4.56237 -1.96689 1.41979 -0.126 -0.054 -0.093 0.07
H -3.34767 -2.27199 2.64719 0.024 0.015 0.121 0.09
H -3.27927 1.41461 2.45949 0.000 0.113 -0.011 0.06
H -4.01297 0.04731 3.26589 0.008 -0.091 0.066 0.10
H -4.76067 0.68941 1.81189 -0.144 0.048 -0.008 0.07
H -5.84007 -0.37909 0.09369 -0.056 -0.018 0.126 0.07
H -6.37087 0.05911 -1.52101 -0.035 -0.019 -0.102 0.10
H -5.47607 1.22841 -0.55761 -0.066 0.133 0.058 0.08
H -4.71657 -2.41319 -0.80041 0.026 -0.090 0.094 0.07
H -3.43787 -2.26949 -2.01351 0.061 -0.141 -0.063 0.08
H -5.12567 -2.04309 -2.46641 -0.104 0.006 -0.076 0.09
H -4.21567 1.40051 -2.69911 0.059 0.065 -0.037 0.08
H -4.65987 -0.08559 -3.51661 -0.047 -0.051 -0.025 0.09
H -2.97267 0.18661 -3.06981 0.033 0.041 -0.145 0.07
H -2.52537 3.66861 1.96559 -0.124 0.000 -0.016 0.10
H -1.20667 4.81021 3.69409 -0.046 0.073 0.050 0.10
H 1.24013 4.79901 3.63739 0.049 0.075 0.048 0.10
H 2.46703 3.64881 1.84699 0.115 0.007 -0.012 0.10
H 3.68603 1.17691 -2.99141 -0.068 0.074 -0.041 0.08
H 2.33463 0.02601 -3.04211 -0.023 0.038 -0.127 0.06
H 3.90163 -0.38339 -3.75821 0.028 -0.062 -0.030 0.09
H 5.24043 1.11071 -1.03991 0.078 0.141 0.029 0.08
H 5.93813 -0.11239 -2.09531 0.034 -0.020 -0.112 0.10
H 5.69533 -0.47719 -0.39701 0.072 -0.002 0.111 0.07
H 2.95953 -2.42169 -1.95161 -0.082 -0.118 -0.055 0.06
H 4.39483 -2.50649 -0.92521 0.005 -0.083 0.109 0.07
H 4.56853 -2.24919 -2.65231 0.085 -0.010 -0.092 0.09
N 0.48813 -2.40629 -3.14721 -0.079 0.382 -0.028 0.15
C 0.26123 -3.26839 -2.13091 0.166 -0.006 -0.603 -0.69
N 0.46423 -4.58109 -2.35251 0.016 -0.217 0.010 0.19
O -0.10367 -2.85429 -1.02871 -0.181 0.629 0.758 -0.11
H 0.73613 -2.68549 -4.07751 -0.009 -0.045 -0.069 0.11
H 0.27703 -1.42199 -2.93211 0.157 -0.563 -0.400 0.04
H 0.76213 -4.95179 -3.23631 -0.038 0.039 0.015 0.11
H 0.27913 -5.21479 -1.59571 0.018 -0.002 -0.006 0.12
```
Positions in Å, forces in eV/Å.

Net charge: +1

No. 3
Below is a molecular structure, C25H48CaCl3N4O3SSi at a distorted geometry, with properties calculated with ωB97M-V/def2-TZVPD.

XYZ file:
```
86
Properties=species:S:1:pos:R:3:forces:R:3:lowdin_charge:R:1
C -3.52185 1.48725 -1.87352 -0.105 0.130 -0.151 -0.03
C -2.71500 0.62579 -2.80119 0.561 -0.496 -0.570 -0.24
H -3.97894 2.31490 -2.41895 -0.005 0.047 0.226 0.05
H -2.90247 1.88971 -1.05593 -0.137 -0.215 -0.260 0.08
H -4.33924 0.89916 -1.42837 0.258 0.086 -0.016 0.09
C -2.60919 0.75490 -4.12553 -0.203 0.078 0.215 -0.13
C -3.27675 1.81356 -4.94299 -0.086 0.062 -0.465 -0.12
H -1.99552 0.03381 -4.68893 -0.257 0.338 0.307 0.11
H -3.80912 2.56969 -4.34792 0.233 -0.288 -0.236 0.06
H -3.99230 1.34715 -5.63385 -0.027 0.189 0.036 0.06
H -2.53219 2.31788 -5.57428 -0.155 0.088 0.083 0.06
Ca -0.14116 0.40499 0.78494 0.235 -0.191 -1.207 0.76
Cl -1.81172 -1.42754 1.51298 -0.338 -0.483 0.153 -0.23
Cl -0.76140 2.81149 1.43529 -0.005 0.215 0.447 -0.15
C 0.89633 -2.63252 -0.28080 -0.091 1.003 0.264 -0.31
O 1.33589 -1.50160 -0.02317 -0.171 -1.186 0.072 -0.11
N 1.56994 -3.55995 -0.98439 0.523 -0.186 -0.262 -0.17
C 2.95967 -3.35243 -1.38931 -0.318 0.005 -0.090 -0.04
C 0.91705 -4.74433 -1.52125 0.092 -0.055 0.244 -0.05
H -0.09970 -2.95758 0.08786 0.251 0.237 -0.311 0.10
H 3.31556 -2.39496 -0.99571 -0.138 -0.247 -0.077 0.08
H 3.03303 -3.35862 -2.48682 -0.032 0.125 0.209 0.08
H 3.58662 -4.17573 -1.01567 -0.142 0.188 0.020 0.08
H -0.15753 -4.69508 -1.32507 0.187 0.007 -0.063 0.09
H 1.33017 -5.65872 -1.07293 -0.066 0.121 0.005 0.08
H 1.07784 -4.80201 -2.60486 -0.139 0.135 0.201 0.08
H -0.77036 2.92980 -2.16015 0.299 0.034 0.179 0.09
H 0.38371 1.57454 -4.10905 0.189 0.191 0.166 0.08
C 0.22893 3.21620 -1.79350 -0.469 0.144 0.316 -0.06
C 1.27453 2.10577 -3.73269 -0.063 -0.200 0.179 -0.06
N 1.20195 2.26794 -2.28787 0.887 -0.427 -0.142 -0.18
H 0.20523 3.22396 -0.68961 0.066 -0.063 -0.634 -0.01
C 1.92115 1.46546 -1.47977 -0.632 0.381 0.651 -0.31
O 1.84274 1.44749 -0.23766 0.254 -0.121 -1.331 -0.14
H 2.16968 1.52035 -3.98576 -0.237 0.184 -0.017 0.08
H 2.63195 0.80789 -2.03213 -0.304 0.219 0.231 0.14
H 0.47444 4.22297 -2.16591 0.008 -0.208 0.049 0.09
H 1.32943 3.09090 -4.21463 0.058 -0.202 0.095 0.08
O -0.84644 0.26615 -1.46207 1.151 0.804 1.129 -0.35
C -1.85171 -0.39220 -2.07282 -0.233 -0.254 1.004 -0.49
C -0.05872 -1.47481 -3.50198 -0.048 -0.253 -0.262 -0.04
C -1.30826 -1.55084 -2.89060 -0.603 0.354 0.252 -0.18
H 0.58082 -0.61517 -3.28135 -0.342 -0.243 -0.113 0.10
C 0.33240 -2.48752 -4.38009 -0.115 0.227 0.310 -0.10
H -2.54134 -0.84162 -1.32172 0.036 -0.259 -0.082 0.10
C -2.09519 -2.69293 -3.00158 0.185 0.029 -0.436 -0.03
H 1.27705 -2.37476 -4.91382 -0.168 -0.247 0.066 0.09
C -0.49936 -3.59421 -4.57721 0.327 0.067 -0.120 -0.14
C -1.69402 -3.70424 -3.86967 -0.264 -0.276 0.010 -0.11
H -3.02676 -2.73201 -2.42139 0.358 -0.097 -0.388 0.12
H -0.17983 -4.37496 -5.26694 -0.184 0.088 0.112 0.09
H -2.34033 -4.57261 -4.01419 0.251 0.115 0.037 0.09
Si -2.46636 4.87597 3.72224 -0.015 0.352 0.133 0.11
Cl -3.25752 4.85111 1.78934 -0.481 0.489 0.370 0.24
C -0.79522 5.74826 3.54297 0.094 -0.403 -0.047 -0.25
C -2.75805 3.11949 4.36998 0.217 0.049 -0.007 -0.24
C -3.32318 6.05863 4.95615 -0.218 -0.176 -0.337 -0.23
H -0.22661 5.35881 2.68856 -0.100 0.009 0.310 -0.01
H -0.20702 5.63514 4.46346 0.007 -0.038 -0.173 0.02
H -0.95861 6.82924 3.39779 -0.143 -0.379 0.016 0.02
H -3.21847 7.12317 4.70599 0.037 -0.292 -0.073 0.02
H -2.81588 5.89598 5.91693 -0.089 0.009 -0.078 0.02
H -4.38809 5.84706 5.09351 0.092 -0.019 0.040 0.02
H -2.37276 2.37617 3.64615 -0.177 0.378 0.423 -0.01
H -3.84226 2.96010 4.52124 0.365 0.184 -0.275 0.03
H -2.30431 2.95729 5.36049 0.089 0.044 -0.314 0.02
C 0.24703 -2.27299 4.29955 -0.258 0.099 0.122 -0.12
N 1.63668 -2.40177 3.86454 0.551 0.274 -0.444 -0.19
C 2.12995 -3.76107 3.68005 -0.022 0.056 0.270 -0.06
C 2.25104 -1.32150 3.31493 -0.702 0.250 0.079 -0.73
S 1.46399 0.19358 3.33783 0.509 -0.296 -0.257 0.65
N 3.50048 -1.47770 2.76181 -0.121 0.206 0.007 -0.21
C 4.54641 -2.18566 3.49153 -0.161 -0.113 -0.206 -0.08
C 3.97028 -0.44840 1.81718 -0.240 0.123 0.234 -0.10
H -0.00407 -3.12900 4.93337 0.104 0.150 -0.014 0.08
H -0.42397 -2.24429 3.42534 0.145 0.025 0.268 0.00
H 0.12222 -1.32941 4.84163 -0.026 -0.397 -0.042 0.05
H 2.65922 -3.86942 2.73389 -0.031 0.073 -0.005 0.08
H 2.79416 -4.04221 4.50851 -0.051 -0.105 -0.234 0.08
H 1.28223 -4.44580 3.68753 0.024 0.084 -0.081 0.09
H 4.71480 -3.17335 3.05003 0.228 0.026 0.216 0.08
H 5.46545 -1.60511 3.42675 0.030 -0.020 0.046 0.08
H 4.29236 -2.29380 4.54737 -0.029 -0.028 -0.074 0.09
H 3.27649 -0.36612 0.97312 0.170 -0.034 0.199 0.05
H 4.02525 0.53991 2.29622 0.049 -0.231 -0.084 0.07
H 4.96462 -0.74305 1.46857 -0.180 -0.044 -0.020 0.08
```
Positions in Å, forces in eV/Å.

Net charge: -1

It is found that the energy relative to the best compared isomer or geometry (same formula, charge and spin) values, taken in the order of the records, are 0.464, 2.576, 0.223 eV.